1.
Here is a structure of composition C27H28N3O2PSeSiTc from OMol25. Energies are from wB97M-V/def2-TZVPD.

```
64
Properties=species:S:1:pos:R:3:forces:R:3
Tc 1.65594 -0.22324 -1.64715 -0.09 0.91 0.27
O 5.33654 -1.87014 -1.53745 -0.31 0.22 -0.22
C 4.35154 -1.31884 -1.14605 1.66 -1.30 2.19
O 3.50104 -0.66084 -1.86595 -0.86 0.93 -1.64
C 3.96594 -1.33404 0.37275 -0.04 0.17 -0.71
P 2.14114 -1.21084 0.44785 0.54 -0.33 0.89
C 1.64334 -0.61994 2.08215 -0.20 0.20 -0.57
C 1.93794 -1.39614 3.20165 0.02 -0.01 -0.19
C 1.50724 -0.97814 4.44695 -0.01 -0.01 0.03
C 0.77454 0.19376 4.57445 0.00 0.02 -0.05
C 0.49794 0.97216 3.46025 -0.08 0.07 0.15
C 0.93984 0.57396 2.21175 0.04 -0.08 -0.13
C 1.45924 -2.86584 0.20445 -0.05 0.39 -0.12
C 2.03754 -3.71154 -0.74405 0.09 0.13 0.00
C 1.42164 -4.90834 -1.05995 -0.08 -0.11 -0.02
C 0.23174 -5.26234 -0.44065 0.08 -0.01 -0.01
C -0.33716 -4.42774 0.51065 -0.05 0.06 0.03
C 0.26244 -3.22204 0.82675 0.06 0.04 -0.04
H 4.40304 -0.43514 0.82275 -0.16 -0.05 -0.02
H 4.37794 -2.20774 0.88745 -0.17 0.11 -0.15
H 2.49394 -2.31434 3.08975 0.05 -0.17 0.08
H 1.73314 -1.56894 5.31995 0.04 -0.08 0.09
H 0.42224 0.50166 5.54755 -0.01 0.03 0.06
H -0.06796 1.88516 3.56985 0.00 0.09 0.00
H 0.76174 1.18696 1.33585 -0.07 0.04 0.03
H 2.97344 -3.45074 -1.21955 0.08 -0.05 -0.07
H 1.86984 -5.56854 -1.78475 0.07 -0.07 -0.08
H -0.24656 -6.19764 -0.69085 -0.02 -0.06 0.00
H -1.24856 -4.71914 1.00725 -0.12 -0.04 0.06
H -0.17346 -2.56644 1.56715 -0.09 0.01 0.08
N -7.98696 -0.29194 2.81645 -0.53 0.04 0.39
C -7.07336 -0.38654 2.13655 -0.05 -0.01 0.03
C -5.92826 -0.48414 1.30515 0.58 -0.04 -0.43
C -6.06796 -0.52124 -0.08145 0.05 0.00 0.23
C -4.94966 -0.57924 -0.89075 0.39 0.01 -0.04
C -3.67976 -0.60914 -0.31985 -0.97 0.01 0.73
C -3.54416 -0.59814 1.06835 0.08 -0.03 -0.31
C -4.65736 -0.52944 1.87865 -0.17 0.03 -0.18
N -2.51946 -0.64154 -1.12655 0.91 0.11 -0.08
C -2.41616 -0.98864 -2.44495 0.33 -0.16 -0.63
C -1.10126 -0.88334 -2.78365 -0.48 -0.14 -0.35
N -0.39306 -0.45394 -1.69155 -0.90 -0.28 0.34
C -1.28216 -0.32694 -0.71295 0.37 0.22 0.13
H -7.05466 -0.49424 -0.51775 -0.04 0.01 -0.05
H -5.07806 -0.58594 -1.96075 0.00 0.02 -0.13
H -2.56966 -0.65294 1.52375 0.13 -0.04 0.11
H -4.54776 -0.50964 2.95155 -0.02 -0.02 0.08
H -3.24826 -1.28634 -3.04805 -0.18 -0.08 -0.02
H -0.63406 -1.07634 -3.73215 -0.02 -0.04 -0.11
H -1.02646 0.01416 0.27025 -0.11 0.08 0.16
C 3.00294 5.07256 -0.55585 -0.50 -0.12 -0.57
Si 1.82664 5.09696 -2.02755 0.07 -0.29 -0.16
C -0.02916 5.35046 -1.79485 0.80 -0.38 0.01
C 2.51204 5.14886 -3.78555 -0.21 -0.31 0.78
Se 1.36024 2.05566 -1.35975 0.20 -0.41 0.01
H 3.28804 6.07446 -0.24095 -0.06 0.24 -0.05
H 3.91684 4.53296 -0.79945 0.00 -0.01 -0.18
H 2.53784 4.57086 0.29185 -0.13 0.07 0.01
H -0.29976 6.40456 -1.79765 0.14 0.23 -0.02
H -0.36206 4.92256 -0.85095 0.08 0.02 0.11
H -0.58936 4.86966 -2.59535 0.10 -0.02 -0.14
H 2.62764 6.17786 -4.12525 -0.07 0.24 0.11
H 1.84714 4.65406 -4.49325 -0.14 0.00 0.09
H 3.49254 4.67876 -3.85655 0.02 -0.01 0.16
```
Forces are in eV/Å.

Properties
LUMO (alpha / beta) (eV): -7.593 / -7.622
Spin multiplicity: 4
Energy above the lowest of the compared OMol25 structures with the same formula, charge and spin (kcal/mol): 5.94
Charge: +2

---

2.
Here is the molecule C4H6O2S2 from OMol25. Energies are from wB97M-V/def2-TZVPD.

```
14
Properties=species:S:1:pos:R:3:forces:R:3
C 0.18856 0.98367 -0.92395 0.80 -0.16 0.63
C 0.12493 -0.41997 -0.67505 -1.60 -0.21 0.48
C 0.14816 -0.47133 1.74852 -0.54 -2.19 2.38
C -0.61607 -0.97170 0.55430 1.23 0.90 -1.22
O 0.52485 3.35016 -1.27603 0.60 1.61 0.27
O -0.39237 -0.05858 -3.42251 0.49 0.08 -1.34
S 0.97753 2.28101 -0.38796 -1.47 -0.83 -1.58
S -0.94970 0.22581 -2.12435 0.64 -0.27 2.10
H 0.97534 -1.06080 -0.75774 0.78 -0.03 -1.14
H 1.17327 -0.87505 1.63551 -0.49 -0.42 0.84
H -0.46211 -0.78782 2.69864 1.73 0.03 -1.43
H 0.36639 0.53830 1.97063 -0.53 1.67 -0.71
H -1.64866 -0.69827 0.54869 -0.75 -0.07 0.08
H -0.41011 -2.03542 0.41129 -0.88 -0.09 0.64
```
Forces are in eV/Å.

Properties
LUMO (alpha / beta) (eV): -0.972 / -0.972
Energy above the lowest of the compared OMol25 structures with the same formula, charge and spin (kcal/mol): 111.23

---

3.
Here is a structure of composition C16H43BGaN4O4 from OMol25. Energies are from wB97M-V/def2-TZVPD.

```
69
Properties=species:S:1:pos:R:3:forces:R:3
C 6.09320 3.48863 -0.42588 -0.61 -0.07 0.02
C 5.06087 2.35463 -0.38303 0.50 0.48 0.02
O 3.79329 2.89794 -0.25554 -0.03 -0.33 -0.12
Ga 2.40479 1.86072 -1.03527 -0.85 0.04 0.45
C 0.73646 3.08195 -1.10372 0.75 -0.34 0.08
C -0.32215 2.45492 -2.01624 0.42 1.03 0.62
C -1.69460 3.12519 -1.92117 -0.29 -0.72 0.30
C -2.60383 2.50505 -0.82416 0.45 -0.44 -0.32
N -1.88044 1.84819 0.28545 -0.41 0.48 -0.09
C 1.78818 0.30535 0.16022 0.70 0.14 -0.53
N 2.61177 -0.95672 0.07742 -0.56 0.01 0.37
C 1.72120 -2.08745 -0.17449 0.13 -0.03 0.53
B 2.79312 1.25323 -3.01470 0.38 -0.21 0.27
O 3.28662 2.21199 -3.92754 -1.35 -0.01 -0.26
N 2.58541 -0.11192 -3.55362 0.79 0.65 -0.99
C 2.52128 -0.09396 -5.03147 0.13 -0.69 0.53
C 3.72742 -0.97408 -3.18069 -0.50 -0.10 -0.05
H 6.11734 3.99061 0.53879 0.23 0.02 0.17
H 7.08103 3.14932 -0.73371 0.16 0.01 0.09
H 5.70436 4.21522 -1.13431 0.16 0.14 -0.26
H 5.19653 1.77286 -1.30959 -0.15 -0.16 -0.03
H 5.32509 1.68856 0.45486 -0.10 -0.18 0.02
H 1.02586 4.08487 -1.42962 -0.13 0.13 -0.20
H 0.38894 3.17683 -0.08020 -0.27 0.00 0.18
H -0.39876 1.39938 -1.76632 -0.14 -0.26 -0.24
H 0.05753 2.56195 -3.03217 -0.11 -0.29 -0.29
H -2.21141 2.96908 -2.87015 -0.22 0.28 -0.12
H -1.59506 4.19135 -1.74180 0.20 0.21 -0.10
H -3.28649 3.25987 -0.43946 -0.09 0.09 0.08
H -3.21339 1.74811 -1.31835 -0.23 -0.03 -0.05
H -2.23768 2.20135 1.16256 0.14 -0.21 0.09
H -2.01312 0.84593 0.25325 0.10 0.00 0.14
H 0.80409 0.06335 -0.24002 -0.29 0.06 0.05
H 1.64627 0.60617 1.20221 -0.06 -0.01 0.14
H 2.97331 -1.11170 1.01210 0.27 0.06 -0.10
H 2.21989 -3.02631 0.07099 0.15 -0.16 -0.24
H 1.38794 -2.09894 -1.20840 0.05 0.01 -0.23
H 0.82615 -2.03243 0.45638 -0.19 -0.09 -0.06
H 2.79666 3.02798 -3.73062 0.81 -0.07 0.16
H 2.26275 -1.09803 -5.37303 -0.18 -0.11 -0.06
H 1.76804 0.59852 -5.38707 -0.01 0.20 -0.05
H 3.49791 0.12859 -5.46717 0.03 0.31 -0.23
H 3.75999 -1.82679 -3.85798 -0.11 -0.17 -0.10
H 4.67446 -0.44317 -3.31928 0.22 -0.10 0.20
H 3.62269 -1.36242 -2.17274 0.14 0.29 0.27
C -3.85194 -1.10392 5.38379 0.11 -0.07 -0.02
O -3.41911 -2.40231 5.02812 -0.13 0.15 0.03
C -4.44644 -3.24037 4.51465 0.12 -0.27 0.02
C -4.22189 -3.53642 3.04656 0.06 0.25 -0.05
N -4.44371 -2.34927 2.23204 0.04 -0.12 0.01
C -4.04403 -2.49334 0.83380 -0.09 0.18 0.06
C -2.56349 -2.70319 0.52913 -0.01 -0.05 -0.30
O -1.75057 -1.58998 0.83148 -0.04 -0.11 0.19
C -1.28104 -1.52701 2.16873 0.03 0.34 -0.14
H -3.01967 -0.60613 5.87819 0.03 -0.03 -0.02
H -4.13594 -0.51492 4.50556 -0.09 0.03 0.04
H -4.69710 -1.14562 6.07823 -0.03 0.03 -0.02
H -5.43444 -2.79887 4.67466 0.01 0.08 -0.05
H -4.40306 -4.18110 5.07222 -0.03 0.01 0.01
H -4.92018 -4.31764 2.73049 0.01 -0.01 -0.02
H -3.20121 -3.92754 2.93996 -0.03 -0.13 0.06
H -3.92862 -1.57646 2.63334 0.01 0.01 0.00
H -4.35817 -1.58266 0.31771 0.02 -0.02 -0.05
H -4.61498 -3.31746 0.39294 0.02 -0.04 0.03
H -2.47502 -2.84833 -0.55142 0.01 0.00 0.00
H -2.16236 -3.61139 0.99553 -0.02 0.04 0.12
H -1.13547 -2.51985 2.60262 -0.09 -0.03 -0.01
H -1.97186 -0.94378 2.78590 0.04 -0.12 0.17
H -0.32322 -1.00615 2.16106 -0.01 0.02 -0.09
```
Forces are in eV/Å.

Properties
LUMO (eV): 2.426
Charge: -1

---

4.
Here is the molecule C4H6OS from OMol25. Energies are from wB97M-V/def2-TZVPD.

```
12
Properties=species:S:1:pos:R:3:forces:R:3
O 1.75437 -0.87191 0.61711 -0.62 0.46 -0.28
C 0.77512 0.08918 0.26357 -0.97 -0.19 -0.05
C -0.69509 -0.02893 0.82588 -0.82 -0.01 -0.40
C -1.18541 0.23807 -0.60578 -0.46 0.23 0.48
S -2.62613 0.67231 -1.18018 0.46 -0.12 0.01
C 0.17860 0.03035 -1.19032 1.26 -1.07 0.90
H 1.92779 -0.70559 1.54797 0.24 -0.22 0.09
H 1.12289 1.10810 0.45618 0.13 -0.06 0.09
H -1.15094 -0.98809 1.16669 0.99 0.23 -0.26
H -1.04390 0.70883 1.56152 0.30 -0.01 -0.22
H 0.60711 0.74044 -1.87421 -0.19 0.33 -0.47
H 0.33561 -0.99275 -1.58842 -0.32 0.42 0.11
```
Forces are in eV/Å.

Properties
LUMO (eV): -0.102
SMILES: OC1CC(=S)C1
Energy above the lowest of the compared OMol25 structures with the same formula, charge and spin (kcal/mol): 40.77

---

5.
Here is the ion C5H11N2 with charge +1 from OMol25. Energies are from wB97M-V/def2-TZVPD.

```
18
Properties=species:S:1:pos:R:3:forces:R:3
C -1.97252 -0.81630 -1.18399 0.11 -1.03 -0.68
N -0.86747 -0.36536 -0.78324 0.27 0.76 0.30
C -0.78203 0.25266 0.48829 0.12 0.34 0.60
C -1.79225 0.91429 1.03079 -1.02 0.80 -0.13
C 0.60018 0.30839 1.08655 -0.36 -0.25 -0.64
C 1.68078 0.52163 0.02316 -0.76 -0.74 0.51
N 1.75922 -0.74077 -0.81687 0.96 0.56 1.11
H -2.03095 -1.05399 -2.24807 -0.30 -0.27 0.30
H -2.76898 -1.07545 -0.49531 -0.44 0.42 -0.10
H -1.77346 1.58025 1.88461 0.70 -0.41 0.27
H -2.76507 1.01292 0.56502 0.06 -0.39 -0.36
H 0.65118 1.11192 1.80576 0.03 0.20 0.18
H 0.77453 -0.61888 1.63675 0.33 -0.08 0.04
H 1.43344 1.29169 -0.69265 0.03 0.45 0.14
H 2.59091 0.69757 0.56729 0.71 0.08 -0.41
H 2.42338 -0.60651 -1.57813 -0.37 -0.27 -0.26
H 2.07679 -1.50344 -0.23132 0.23 -0.33 0.04
H 0.76230 -0.91061 -1.05862 -0.28 0.16 -0.90
```
Forces are in eV/Å.

Properties
LUMO (eV): -3.400
SMILES: C=NC(=C)CC[NH3+]
Energy above the lowest of the compared OMol25 structures with the same formula, charge and spin (kcal/mol): 27.69
Charge: +1

---

6.
Here is a structure of composition C60H44ClN5O6P2SY from OMol25. Energies are from wB97M-V/def2-TZVPD.

```
120
Properties=species:S:1:pos:R:3:forces:R:3
Y 1.17531 0.64891 0.29178 -1.05 -1.45 0.73
C 3.28783 -2.70492 2.50834 -0.15 0.18 0.32
O 3.71368 -3.40421 1.35492 0.01 0.11 -0.70
C 4.23504 -2.63290 0.33249 -0.07 -0.01 0.22
C 5.43378 -3.04982 -0.20986 -0.19 0.09 0.07
C 6.00647 -2.37931 -1.28521 0.10 -0.01 -0.13
C 5.38216 -1.26598 -1.79156 -0.11 0.10 0.06
C 4.16075 -0.81431 -1.27414 0.12 -0.51 0.60
C 3.59349 0.36436 -1.85717 -0.49 0.37 -0.27
N 2.44202 0.87034 -1.56607 1.03 -0.05 -0.77
N 2.15980 2.03339 -2.24221 0.09 0.81 -0.66
C 1.14130 2.70839 -1.78594 1.03 -0.26 -0.18
O 0.40173 2.35483 -0.78908 0.07 1.20 -0.29
C 0.87035 3.99335 -2.45565 -0.13 0.27 -0.05
C -0.02159 4.89229 -1.88235 0.08 -0.27 0.02
C -0.25906 6.11243 -2.48533 -0.07 0.15 -0.02
C 0.38800 6.44177 -3.66531 -0.09 0.10 0.01
C 1.28677 5.55039 -4.23224 0.04 0.04 -0.11
C 1.53057 4.33156 -3.63237 -0.08 -0.01 0.05
C 3.52353 -1.52436 -0.21552 0.40 -0.17 -0.08
O 2.31979 -1.22831 0.19828 1.04 -0.21 0.19
H 2.87038 -3.46371 3.17001 -0.01 0.08 0.05
H 4.14312 -2.22424 3.00136 -0.04 -0.02 -0.03
H 2.52964 -1.95078 2.28015 0.10 -0.15 0.05
H 5.91203 -3.92432 0.20897 -0.01 -0.05 0.11
H 6.93537 -2.73198 -1.70810 0.08 0.00 -0.03
H 5.81453 -0.72521 -2.62196 0.07 0.07 -0.06
H 4.20976 0.87727 -2.60326 -0.25 0.00 0.04
H -0.51400 4.62015 -0.96027 -0.09 -0.02 0.06
H -0.94650 6.80759 -2.02467 -0.07 0.07 -0.01
H 0.18731 7.39035 -4.14487 0.03 0.07 -0.01
H 1.80510 5.81046 -5.14436 0.01 0.03 -0.09
H 2.22464 3.62161 -4.05090 0.07 -0.04 -0.07
O -0.52366 0.99692 -3.69551 0.62 0.41 -1.06
S -0.91943 0.69420 -2.31082 -1.97 -0.69 -0.50
C -2.23349 1.88684 -1.97828 0.31 0.03 0.46
C -2.80843 2.58390 -3.02420 0.07 -0.15 -0.24
C -3.69120 3.61456 -2.75019 -0.01 -0.03 -0.03
C -3.91972 3.98480 -1.43425 -0.07 0.06 -0.01
C -3.29878 3.30892 -0.39629 0.09 0.07 -0.01
C -2.46652 2.22361 -0.65124 0.19 0.08 -0.06
P -1.71171 1.12092 0.64411 -1.55 0.64 0.03
C -3.28362 0.16121 0.75856 0.31 -0.18 0.05
C -4.52329 0.74237 1.00439 0.05 -0.02 0.02
C -5.67666 -0.01941 0.96179 -0.14 0.04 0.02
C -5.61283 -1.37031 0.66408 0.01 -0.06 0.00
C -4.38404 -1.95586 0.41267 -0.08 -0.18 -0.08
C -3.23092 -1.19273 0.45552 0.15 0.05 0.18
C -1.73138 2.32288 2.02632 0.23 -0.03 -0.01
C -2.61834 2.29238 3.09506 0.02 -0.01 0.00
C -2.48996 3.20258 4.12989 -0.14 -0.01 0.07
C -1.47403 4.14445 4.11947 0.10 0.07 0.05
C -0.56718 4.16342 3.07080 -0.01 0.14 0.13
C -0.69895 3.25792 2.03224 -0.06 -0.08 -0.10
C -1.91215 -0.82643 -2.53514 0.55 0.07 0.38
C -3.09378 -0.86341 -3.25046 -0.16 0.12 -0.14
C -3.65033 -2.08652 -3.58332 0.00 0.17 -0.03
C -3.02387 -3.25853 -3.19067 0.05 -0.11 0.05
C -1.85801 -3.21285 -2.44681 -0.01 -0.03 -0.10
C -1.27447 -1.99432 -2.11874 0.06 0.33 0.19
P 0.29086 -1.78972 -1.11250 -0.82 -1.49 -0.64
C 1.46016 -2.30088 -2.42635 0.12 0.05 0.09
C 2.41844 -3.28906 -2.21461 -0.09 0.09 -0.07
C 3.32385 -3.60898 -3.21152 0.04 -0.19 -0.02
C 3.30351 -2.93189 -4.41876 0.06 -0.02 0.03
C 2.37739 -1.92205 -4.61890 0.06 0.05 -0.11
C 1.45573 -1.61098 -3.63664 -0.02 -0.08 0.21
C 0.10614 -3.30881 -0.09201 0.07 0.26 0.14
C 0.25134 -4.63034 -0.50951 0.06 0.04 0.05
C 0.00440 -5.66639 0.37333 0.00 -0.16 -0.06
C -0.40163 -5.41486 1.67226 0.02 0.03 0.07
C -0.55203 -4.10615 2.09591 -0.03 -0.05 0.16
C -0.29175 -3.06932 1.21918 0.13 0.00 -0.14
H -2.53199 2.32581 -4.03735 0.03 0.01 -0.07
H -4.17619 4.14501 -3.55836 0.04 0.04 -0.04
H -4.58127 4.81469 -1.22064 0.02 0.04 0.05
H -3.44014 3.65116 0.61992 -0.04 -0.02 0.08
H -4.59604 1.79476 1.22911 -0.03 0.08 -0.03
H -6.63510 0.44484 1.14884 -0.05 0.05 0.04
H -6.51701 -1.96199 0.62953 -0.05 -0.04 -0.01
H -4.32539 -3.00878 0.17499 0.05 -0.08 -0.03
H -2.26873 -1.64661 0.26153 -0.10 -0.07 0.07
H -3.38418 1.53502 3.14274 -0.07 -0.08 0.01
H -3.18522 3.16404 4.95831 -0.03 0.01 0.04
H -1.37926 4.84595 4.93914 0.03 0.01 -0.03
H 0.24544 4.87675 3.06840 0.07 0.04 -0.02
H 0.01028 3.25751 1.21512 0.04 0.18 -0.03
H -3.56602 0.05812 -3.56229 -0.04 0.04 -0.01
H -4.56083 -2.12633 -4.16272 -0.11 0.02 -0.02
H -3.44006 -4.21576 -3.47455 -0.06 -0.05 0.04
H -1.39396 -4.13393 -2.12936 -0.04 -0.04 -0.04
H 2.47292 -3.79101 -1.26066 0.04 -0.06 -0.01
H 4.05411 -4.38604 -3.03332 0.08 -0.02 0.02
H 4.02148 -3.17688 -5.18929 0.04 -0.01 -0.05
H 2.38012 -1.35508 -5.53753 -0.03 0.03 -0.13
H 0.75576 -0.80657 -3.80198 -0.07 0.10 -0.13
H 0.57521 -4.86650 -1.51303 -0.02 0.04 -0.04
H 0.13462 -6.68814 0.04986 0.02 -0.12 -0.09
H -0.57956 -6.24153 2.34478 -0.04 -0.03 0.09
H -0.85816 -3.88004 3.10756 -0.03 0.00 0.10
H -0.40276 -2.04941 1.54898 -0.07 0.01 0.06
Cl 0.46768 -2.63923 8.48376 0.06 -0.16 0.27
C 0.32569 -1.97759 6.89134 -0.06 0.10 -0.19
C 1.45996 -1.53465 6.23099 -0.05 -0.04 0.09
C 1.32466 -0.97719 4.97296 -0.15 0.09 -0.08
C 0.07138 -0.86234 4.38388 0.01 0.04 -0.12
C -1.05359 -1.31626 5.06032 0.09 0.09 -0.04
C -0.93122 -1.87726 6.31648 -0.01 -0.04 0.05
C -0.08963 -0.26454 3.00962 -0.73 -0.19 0.59
O -1.24446 -0.21080 2.53889 0.26 -0.56 0.56
O 0.94992 0.11487 2.41654 0.25 -0.03 0.55
H 2.42863 -1.61321 6.70046 0.05 -0.02 0.06
H 2.18691 -0.59934 4.44883 0.12 0.03 -0.14
H -2.02189 -1.19931 4.59610 -0.04 -0.04 -0.07
H -1.80494 -2.22690 6.84403 -0.03 -0.04 0.12
N 2.62199 2.08726 1.09976 0.77 0.94 0.59
C 3.00909 3.17142 1.33645 -0.18 -0.90 0.02
N 3.53235 4.29253 1.47060 0.66 0.04 -1.11
C 3.46440 5.23903 2.33373 -0.25 0.45 0.72
N 3.46228 6.13728 3.06077 -0.03 0.42 0.36
```
Forces are in eV/Å.

Properties
LUMO (eV): 2.207
Energy above the lowest of the compared OMol25 structures with the same formula, charge and spin (kcal/mol): 28.91
Charge: -1